No. 1
47
Properties=species:S:1:pos:R:3:forces:R:3 method="wB97M-V/def2-TZVPD" lumo_energy_ha=0.081 e_above_lowest_kcal_mol=19.0 homo_lumo_gap_ev=7.7 e_homo_ev=-5.500 charge=-1
In 0.9817 -0.5028 -0.5586 -0.036 -0.090 0.050
C -3.4927 -1.1604 -1.8376 0.017 0.011 -0.008
C -2.8387 -1.7258 -0.5836 -0.006 0.020 -0.013
O -3.7407 -2.6433 0.0163 -0.010 -0.012 0.003
P -1.2400 -2.4957 -0.9829 0.007 0.042 -0.024
O -1.2913 -3.8545 -1.6966 0.084 -0.061 0.011
O -0.5627 -2.8100 0.4354 0.055 0.035 -0.021
O -0.4411 -1.4768 -1.7721 0.008 -0.039 0.037
P -2.4143 -0.3235 0.5882 0.006 0.041 -0.018
O -2.2983 -1.2779 1.9371 -0.026 0.034 0.031
O -3.5106 0.6457 0.7480 -0.006 -0.024 -0.004
O -1.0060 0.1521 0.3025 0.007 0.001 -0.036
H -3.7586 -1.9746 -2.5127 -0.006 -0.001 0.005
H -2.8190 -0.4771 -2.3529 -0.002 -0.002 0.002
H -4.3921 -0.6223 -1.5429 -0.006 -0.004 0.002
H -3.5541 -2.6743 0.9629 0.001 0.001 0.002
H -0.2567 -4.1727 -1.7008 -0.070 0.045 -0.010
H -0.9410 -2.3489 1.2053 -0.012 -0.011 -0.003
H -2.5668 -0.7831 2.7209 0.014 -0.032 0.006
S 2.0767 -0.1037 1.5816 0.000 -0.024 -0.053
C 3.5550 0.4812 0.8416 0.010 -0.015 0.050
C 4.6581 0.5785 1.7559 0.002 0.074 -0.053
N 5.5232 0.6740 2.5082 -0.013 -0.041 0.025
C 3.7442 0.8599 -0.4486 -0.017 0.013 -0.072
S 2.5823 0.8591 -1.7665 -0.003 -0.001 0.011
C 5.0359 1.3455 -0.8459 -0.017 0.018 0.034
N 6.0525 1.7565 -1.1934 0.004 -0.012 -0.011
Cl 4.7266 -3.4143 -0.4266 0.012 0.002 0.006
C 3.3218 -4.4484 -0.7480 -0.015 -0.006 -0.014
C 2.0421 -3.6940 -1.0989 -0.055 -0.006 -0.151
O 1.1268 -4.4537 -1.5097 -0.037 -0.016 0.033
O 2.0186 -2.4572 -0.9525 0.095 0.043 0.188
H 3.1247 -5.0368 0.1456 -0.002 -0.009 -0.002
H 3.5648 -5.1251 -1.5619 0.009 0.008 0.002
C -2.4294 3.8036 -0.2787 0.043 -0.021 0.018
Sb -0.3719 3.3053 0.1100 -0.011 0.023 -0.022
C -0.7125 2.9107 2.1964 -0.004 0.005 -0.035
C 0.2174 5.3653 0.3930 0.017 -0.025 0.016
H -2.7555 4.5654 0.4305 -0.018 0.000 -0.006
H -3.0351 2.9068 -0.1536 -0.013 0.002 -0.005
H -2.5406 4.1830 -1.2944 -0.005 0.006 0.002
H -0.9036 3.8421 2.7301 -0.005 -0.003 0.004
H 0.1436 2.3982 2.6323 0.006 0.005 -0.003
H -1.5890 2.2666 2.2623 -0.006 0.002 0.014
H -0.5260 5.8870 0.9967 0.007 0.005 0.007
H 0.3072 5.8600 -0.5743 -0.003 0.011 0.003
H 1.1851 5.4102 0.8930 -0.001 0.008 0.001

---

No. 2
17
Properties=species:S:1:pos:R:3:forces:R:3 method="wB97M-V/def2-TZVPD" lumo_energy_ha=0.024 e_above_lowest_kcal_mol=119.8 homo_lumo_gap_ev=8.4 e_homo_ev=-7.782
C -0.2555 1.4420 0.7319 0.456 -0.153 0.128
C 0.5434 0.4344 -0.0740 -1.850 -1.953 -1.093
O 2.4756 -0.9252 -0.2077 -1.141 -0.433 0.359
O 0.9162 0.9052 -1.3444 0.215 0.023 0.416
N 1.6246 -0.1386 0.6704 0.071 0.926 2.527
H 3.0141 -0.2720 -0.6760 -0.204 0.105 0.356
H 0.1903 1.4138 -1.7201 0.023 -0.028 0.085
H 0.3758 2.3070 0.9236 -0.095 0.097 -0.103
H -0.5419 1.0257 1.6955 0.026 -0.075 0.064
H -1.1735 1.7182 0.2109 0.105 0.095 -0.077
C -1.6747 -1.1214 -0.0947 0.121 0.312 -1.386
N -0.2412 -0.8878 -0.1555 -1.320 0.150 0.045
H 0.2345 -1.4744 -0.8383 -0.105 0.074 0.266
H 0.6517 -0.8341 1.1900 4.111 0.746 -1.875
H -1.8479 -2.1585 0.2028 -0.028 0.183 0.129
H -2.1003 -0.9929 -1.0932 -0.552 -0.015 -0.018
H -2.1912 -0.4414 0.5786 0.168 -0.055 0.180

---

No. 3
77
Properties=species:S:1:pos:R:3:forces:R:3 method="wB97M-V/def2-TZVPD" lumo_energy_ha="-0.394 / -0.394" homo_lumo_gap_ev="4.1 / 4.1" e_homo_ev="-14.792 / -14.792" charge=+3
Ti -1.0126 1.0155 0.8908 2.951 -1.727 -0.765
C 0.8227 3.6237 -0.9576 -0.466 -1.792 -0.766
C -0.3751 2.8464 -1.5634 0.719 0.371 0.358
C -0.7738 2.8535 -2.8973 -0.851 -0.495 0.290
C -1.9188 2.1480 -3.3437 0.837 1.057 -0.049
C -2.6836 1.4256 -2.4253 0.443 0.712 0.638
C -2.3612 1.6593 -1.0629 -0.236 -1.791 -1.741
N -1.1683 2.1866 -0.6953 -1.101 0.306 -0.168
Sb -4.0476 0.9805 0.2057 1.432 -0.148 -0.397
C -2.7910 1.3811 1.9951 -1.465 -0.484 1.416
C -3.5633 0.9708 3.0905 -0.017 0.164 -0.620
C -3.2816 1.5667 4.3114 -1.334 -0.094 0.071
C -2.4424 2.6467 4.3852 0.074 0.761 1.271
C -1.8131 3.1320 3.2538 1.283 -1.437 -1.086
C -0.8949 4.2801 3.2443 1.650 0.149 -0.368
N -1.8632 2.3428 2.1041 -0.529 1.644 2.122
C -3.1699 -0.9948 0.3205 1.351 0.043 0.041
C -3.8023 -2.1047 -0.1802 1.495 -0.309 2.269
C -3.1490 -3.3114 0.2176 -1.451 -0.847 -2.612
C -1.8556 -3.3425 0.6799 -0.768 -2.127 0.753
C -1.3267 -2.2362 1.2720 0.556 2.308 -0.365
C -0.1769 -2.3364 2.2659 0.408 0.911 -1.927
N -1.9393 -1.0427 0.9707 -0.401 0.402 0.208
H 0.8847 4.5619 -1.5186 0.288 -0.083 0.458
H 1.7521 3.0006 -1.0765 -0.683 0.743 -0.066
H 0.6496 3.7169 0.1259 0.113 0.385 -0.538
H -0.1873 3.4044 -3.5957 0.254 0.364 -0.430
H -2.2265 2.3283 -4.3915 0.275 -0.758 0.640
H -3.4859 0.7539 -2.7760 0.174 0.710 0.450
H -4.4137 0.2785 2.9635 0.680 0.210 0.252
H -3.8978 1.2957 5.1555 0.306 -0.240 0.347
H -2.2588 3.1367 5.3721 -0.238 -0.311 -1.048
H -1.4288 5.2272 3.2020 -0.266 0.080 0.284
H -0.3796 4.2218 2.2508 0.121 0.225 1.085
H -0.1709 4.3111 4.1405 -1.121 -0.131 -1.483
H -4.7552 -2.0039 -0.6540 -0.436 -0.449 -0.147
H -3.6856 -4.2625 -0.0374 0.756 0.801 0.325
H -1.3369 -4.3031 0.8123 -0.420 0.421 0.017
H -0.5994 -2.6746 3.1749 -0.452 -0.138 1.231
H 0.3626 -1.3647 2.3831 -0.553 -0.846 0.041
H 0.5430 -3.1169 1.9632 -0.278 0.448 -0.088
Se 1.5862 1.4202 2.1637 -1.869 -0.417 -0.892
P 2.6448 0.1403 0.6443 0.422 -0.081 1.005
Se 1.1557 -0.7189 -0.6254 -1.611 1.110 -0.001
C 3.4376 -1.2902 1.4249 -1.242 0.752 0.488
C 4.2497 -2.0461 0.6182 0.810 -1.537 0.308
C 4.7634 -3.2586 1.1836 -0.091 0.628 -0.099
C 4.5086 -3.6124 2.5092 -1.039 1.542 0.491
C 3.5935 -2.8214 3.2883 0.822 0.002 -1.788
C 3.0018 -1.6912 2.7011 1.713 -0.644 0.341
C 3.8456 1.2428 -0.0947 0.467 -0.065 0.731
C 4.0028 1.3362 -1.4543 -0.544 0.089 -1.124
C 4.7623 2.3740 -1.9682 0.878 0.467 -1.127
C 5.3440 3.3166 -1.1263 0.444 0.580 0.492
C 5.3240 3.1600 0.2700 -1.442 -1.943 -0.848
C 4.5982 2.0546 0.7699 -0.501 0.762 0.644
H 4.4761 -1.7026 -0.4048 0.121 -0.451 0.580
H 5.4220 -3.9204 0.6351 0.017 0.286 -0.273
H 5.0667 -4.4087 2.9976 -0.317 -0.044 -0.298
H 3.4439 -3.0597 4.3202 -0.245 -0.113 0.381
H 2.4139 -1.0115 3.2924 -0.270 -0.033 0.152
H 3.4472 0.6742 -2.1224 0.247 0.113 0.119
H 4.9843 2.4807 -3.0581 -0.610 -0.224 1.011
H 5.8273 4.2150 -1.5479 -0.163 -0.716 0.171
H 5.7673 3.8542 0.9318 0.524 0.543 0.494
H 4.4314 1.8863 1.8587 0.557 0.387 -0.801
S -1.1541 -1.5592 -2.7780 0.557 1.210 0.058
C -1.9947 -2.3471 -3.9683 -1.190 -2.430 -0.468
N -2.7484 -3.4170 -3.4750 -0.255 -1.271 -0.825
C -3.4268 -4.3388 -4.2532 -0.261 1.185 0.806
C -3.6394 -4.0632 -5.5818 -0.850 0.614 0.538
C -2.9271 -2.9073 -6.0329 1.139 -0.746 -0.042
N -2.0226 -2.2267 -5.3184 -0.916 0.772 0.181
H -2.6766 -3.5865 -2.4726 0.144 0.054 -0.476
H -3.8626 -5.1619 -3.6761 0.123 0.249 -0.493
H -4.4857 -4.5597 -6.1294 1.538 0.347 0.287
H -2.9384 -2.6478 -7.0971 -0.207 0.016 0.373

---

No. 4
93
Properties=species:S:1:pos:R:3:forces:R:3 method="wB97M-V/def2-TZVPD" lumo_energy_ha=-0.153 homo_lumo_gap_ev=6.5 e_homo_ev=-10.690 charge=+1
C 6.6465 -3.6654 -3.8179 1.016 0.623 -0.492
O 5.2776 -4.0678 -4.0692 0.965 -0.218 1.723
C 4.8092 -5.0607 -3.1235 -1.031 -1.272 -1.077
C 3.2131 -4.8470 -2.9407 0.214 0.447 0.480
C 2.8918 -4.3431 -1.4317 -0.304 0.085 0.432
C 2.0660 -2.9505 -1.4417 1.158 2.426 0.353
C 2.9272 -1.6432 -1.4219 -3.024 0.611 0.127
C 4.5409 -1.6278 -1.4388 -0.390 0.431 -1.154
O 5.1276 -1.0940 -0.2308 -0.691 -1.767 -0.728
C 4.9640 -1.9912 0.8987 0.470 0.574 1.152
C 2.2465 -0.2129 -1.3880 -1.927 -3.363 0.064
C 3.0635 1.1539 -1.3618 -0.185 -0.304 -1.200
C 3.1696 1.7068 -2.8885 -1.331 1.790 -1.561
C 4.2223 1.1129 -3.9620 0.145 -0.115 1.178
N 2.4056 2.7084 -3.3090 1.821 -2.779 1.931
C 0.6627 -0.2403 -1.3910 0.954 -2.528 -0.106
C -0.2102 1.1193 -1.3268 0.892 -0.435 0.273
C -0.5781 1.7065 -2.7714 -1.698 0.799 0.816
N -1.6488 2.4688 -2.8653 3.019 -1.979 -0.696
C -0.0903 -1.6028 -1.4498 1.451 2.366 0.063
C -1.6892 -1.5097 -1.4689 0.054 -0.314 -1.916
Cl -2.5024 -1.5754 0.1940 1.211 0.213 -2.314
C -2.4664 -1.3514 -2.6471 0.466 -0.217 2.638
C -4.0601 -1.2214 -2.5804 0.294 -0.064 -1.334
Cl -1.6238 -1.2683 -4.2808 -1.062 -0.103 2.251
N 0.5956 -2.9057 -1.4690 1.334 4.253 0.012
P -0.2323 -4.4820 -1.5461 -0.703 -2.412 0.610
O -1.6496 -4.4975 -0.6020 1.626 0.927 -1.535
Cl -0.8069 -4.6503 -3.6013 -0.112 0.708 1.839
H 7.2774 -4.4623 -3.2744 -1.059 1.044 -0.973
H 7.1185 -3.4236 -4.8446 -0.705 -0.527 1.708
H 6.7103 -2.6939 -3.1971 -0.267 -1.439 -0.796
H 5.3847 -5.0955 -2.1359 -0.797 0.436 -1.222
H 4.9705 -6.0932 -3.6229 -0.199 1.488 0.876
H 2.6300 -5.8171 -3.1778 0.941 1.714 0.374
H 2.8765 -3.9866 -3.6380 0.666 -1.689 0.824
H 2.3604 -5.1544 -0.8005 0.675 1.484 -1.197
H 3.8975 -4.1695 -0.8870 -1.876 0.042 -0.923
H 4.8263 -0.8841 -2.2796 -0.470 -1.204 1.454
H 4.9973 -2.6346 -1.7700 -0.852 1.457 0.815
H 5.8617 -1.7889 1.6014 -1.590 -0.251 -1.110
H 5.0164 -3.1015 0.6339 -0.281 1.530 0.143
H 3.9900 -1.6873 1.4333 1.397 -0.895 -0.679
H 2.5522 1.9821 -0.7427 0.775 -1.690 -1.079
H 4.1397 1.0639 -0.9910 -1.669 -0.355 -0.265
H 4.2080 1.6958 -4.9485 -0.161 -0.744 1.712
H 5.2708 1.1817 -3.4714 -1.596 -0.043 -0.921
H 4.0466 -0.0008 -4.1825 0.056 1.595 0.357
H 1.8040 3.0160 -2.5152 0.479 -0.102 -0.622
H 0.4572 1.8734 -0.7588 -1.047 -1.040 -1.028
H -1.1365 0.9751 -0.6534 1.354 0.147 -1.388
H 0.1238 1.4462 -3.6344 -0.971 0.367 1.199
H -1.7155 2.7712 -3.8611 -0.062 -0.132 0.816
H -4.4265 -0.9284 -3.6369 0.638 -0.454 1.732
H -4.5749 -2.2150 -2.3073 1.128 1.433 -0.321
H -4.4242 -0.4480 -1.8272 0.885 -1.083 -0.962
H -1.4589 -4.5916 0.3587 0.097 0.063 -0.824
C -6.4600 -0.4391 0.5956 -0.280 0.761 0.300
O -5.5423 -0.8024 -0.1256 -0.176 0.211 0.239
N -6.6885 0.8421 0.9909 0.059 -1.056 -0.286
C -7.8029 1.1982 1.8508 0.218 0.197 -0.146
C -5.7904 1.8870 0.5391 0.138 -0.256 -0.164
H -7.1995 -1.1517 0.9942 -0.007 0.071 0.021
H -8.4407 1.9144 1.3267 -0.085 -0.028 0.152
H -7.4164 1.6533 2.7629 -0.275 -0.056 -0.083
H -8.3925 0.3189 2.1126 0.139 0.095 0.000
H -5.7971 1.9177 -0.5536 0.128 0.141 0.074
H -4.7761 1.6583 0.8766 0.008 0.152 -0.110
H -6.0989 2.8553 0.9347 -0.048 -0.177 -0.006
C 4.4902 3.4685 0.8017 0.159 0.455 0.736
O 3.5335 3.4933 0.0434 0.056 0.435 0.368
N 4.5880 4.1649 1.9660 0.108 -0.635 -0.842
C 5.7594 4.0846 2.8166 -0.156 0.118 0.034
C 3.4849 5.0160 2.3706 -0.195 -0.029 -0.260
H 5.3813 2.8551 0.5899 0.041 0.027 0.061
H 5.4608 3.7131 3.8000 0.185 0.035 0.011
H 6.1938 5.0818 2.9197 0.107 -0.123 0.102
H 6.5058 3.4115 2.3917 -0.126 0.065 -0.018
H 2.5828 4.4078 2.4742 -0.020 0.181 0.031
H 3.3122 5.7694 1.5984 -0.114 -0.005 0.145
H 3.7069 5.5068 3.3187 0.069 -0.118 -0.126
C -7.5118 1.3240 5.4972 -0.081 0.303 0.538
O -8.4842 1.3523 4.7641 0.071 0.121 0.394
N -7.3857 2.0163 6.6641 0.189 -0.528 -0.692
C -6.1949 1.9322 7.4858 -0.234 0.123 0.012
C -8.4786 2.8653 7.0988 -0.200 -0.076 -0.249
H -6.6259 0.7111 5.2612 0.075 0.013 0.074
H -6.4698 1.5562 8.4745 0.201 0.030 0.016
H -5.7577 2.9291 7.5832 0.123 -0.111 0.114
H -5.4589 1.2609 7.0400 -0.130 0.052 -0.014
H -9.3779 2.2567 7.2210 -0.019 0.188 0.021
H -8.6697 3.6224 6.3343 -0.121 -0.002 0.145
H -8.2340 3.3519 8.0437 0.067 -0.114 -0.122

---

No. 5
25
Properties=species:S:1:pos:R:3:forces:R:3 method="wB97M-V/def2-TZVPD" lumo_energy_ha=0.018 e_above_lowest_kcal_mol=32.7 homo_lumo_gap_ev=8.4 e_homo_ev=-7.932 smiles=c1ccc2c(c1)SC1(S2)Sc2ccccc2S1
S 1.8031 -1.5599 -0.9742 -0.475 0.355 -0.043
S 0.0958 0.8397 -0.4898 -1.429 -0.256 0.961
S -1.2789 -1.7034 -0.6634 -0.168 -1.166 0.163
S 0.3530 -1.2546 1.6654 1.892 0.094 0.301
C 3.8272 1.4466 -2.6912 1.487 2.960 -1.812
C 2.9536 2.5765 -2.5866 -0.870 -2.032 0.747
C -4.1008 -1.0703 2.1563 0.916 -1.041 -1.181
C -3.3358 -0.6082 3.2212 -0.405 0.263 2.195
C 3.5258 0.2010 -2.2370 -0.835 0.503 0.009
C 1.7143 2.2902 -1.9434 2.677 3.149 -1.384
C -3.3809 -1.6233 1.0553 -2.518 0.432 1.123
C -1.9474 -0.7171 3.2177 0.630 -0.556 -0.856
C 2.2867 -0.0064 -1.6961 0.022 -0.782 1.568
C 1.4769 1.0843 -1.4137 -0.179 -1.550 -0.664
C -2.0203 -1.5787 0.9445 -2.420 -0.298 -2.626
C -1.3520 -1.2245 2.0135 2.510 2.007 3.187
C 0.2827 -0.9467 -0.1748 -0.273 0.453 1.127
H 4.8190 1.4748 -3.2279 -1.089 0.617 0.782
H 3.0762 3.6386 -2.8484 0.634 -0.934 -0.308
H -5.2053 -1.0520 2.2177 0.903 -0.181 -0.249
H -3.8823 -0.2779 4.1706 0.983 -0.234 -1.507
H 4.3233 -0.4777 -2.2621 0.513 -1.424 -0.164
H 1.1061 3.1729 -1.8148 -0.581 -0.277 0.333
H -3.8630 -2.1755 0.2940 -1.059 0.036 -0.902
H -1.2770 -0.4484 4.0672 -0.865 -0.136 -0.799